[1]
Entry from the Open Molecules 2025 dataset: a 2-piece molecular cluster, CH4N2O3 overall in a non-equilibrium geometry (the ωB97M-V functional and the def2-TZVPD basis).

Geometry as XYZ:
```
10
Properties=species:S:1:pos:R:3:lowdin_charge:R:1
C -0.29422 0.90522 0.13064 -0.448
N 0.60299 0.30703 -0.59352 0.138
N -0.24904 -2.40934 0.69642 -0.156
O -0.13418 -3.58621 0.47439 0.013
O -0.82699 -2.06019 1.85990 0.003
O -1.01573 0.38931 0.92636 0.003
H -0.29898 2.08470 0.12745 0.160
H -1.00220 -1.07495 1.69779 0.063
H 1.48729 0.73628 -1.04202 0.167
H 0.61617 -0.67299 -0.58233 0.057
```

The SMILES is NC=O.O=NO. For the total energy, the calculation gives -375.64901 Eh. The value obtained for the relative energy (zero: lowest compared OMol25 entry of this formula, charge and spin) is 11.45 kcal per mole.



[2]
Entry from the Open Molecules 2025 dataset: C2HLiNaO3 as an isolated structure in a non-equilibrium geometry (the ωB97M-V functional and the def2-TZVPD basis).

Geometry as XYZ:
```
8
Properties=species:S:1:pos:R:3:lowdin_charge:R:1
O -0.38455 0.38735 -1.72986 -0.024
C -0.86526 -0.26683 -0.83496 -0.185
H -1.79568 -0.85006 -0.96635 0.124
O 1.08314 0.24067 0.58366 -0.232
C 0.11463 -0.55320 0.41651 -0.679
O -0.80625 -0.60798 1.29440 -0.176
Na 2.07095 1.39583 -1.28924 0.462
Li 0.58303 0.25422 2.52584 0.710
```

The expectation value of S² is 0.755. The multiplicity is 2. For the total energy, the calculation gives -472.32962 Eh. The value obtained for the relative energy (zero: lowest compared OMol25 entry of this formula, charge and spin) is 47.40 kcal per mole.



[3]
Entry from the Open Molecules 2025 dataset: a 2-piece molecular cluster, C9H8FNO2 overall in a non-equilibrium geometry (the ωB97M-V functional and the def2-TZVPD basis).

Geometry as XYZ:
```
21
Properties=species:S:1:pos:R:3:lowdin_charge:R:1
C 1.25385 0.00008 -0.43170 0.018
C 0.36780 -0.89972 0.22528 0.005
C -1.35113 0.88334 0.42950 0.074
C -0.47457 1.69576 -0.27329 -0.051
C 0.77229 1.23140 -0.76319 -0.130
C -0.89459 -0.47853 0.60660 -0.246
C -0.51753 3.19146 -0.49658 -0.361
C 1.50641 2.41455 -1.25218 -0.334
C -1.72026 -1.35502 1.47966 -0.052
N 2.67904 2.45141 -1.71113 0.204
O -1.35050 3.96550 -0.14997 0.173
O 0.72905 3.54497 -1.01098 0.124
F 1.77990 0.60567 -3.29470 -0.116
H 2.26929 -0.23491 -0.67575 0.122
H 0.67095 -1.89136 0.40125 0.105
H -2.37985 1.07043 0.65891 0.121
H -2.53137 -0.79454 1.99900 0.094
H -2.17454 -2.12509 0.81344 0.108
H -1.11843 -1.66875 2.25748 0.055
H 2.10412 0.97955 -2.46834 0.009
H 3.08039 3.28686 -2.04036 0.079
```

The SMILES is [H]/N=C1\OC(=O)c2cc(C)ccc21.F. For the total energy, the calculation gives -652.85472 Eh. The value obtained for the relative energy (zero: lowest compared OMol25 entry of this formula, charge and spin) is 8.23 kcal per mole.